# C3H7NO6

A cluster of 2 separate species, C3H7NO6 in total (wB97M-V/def2-TZVPD, OMol25).

Computed properties:
Total energy: -16988.9036 eV
LUMO energy (spin up / spin down): -4.3 / -0.5 eV
ΔE to the lowest compared entry with this formula, charge and spin: 10.5702 eV
HOMO-LUMO gap (spin up / spin down): 6.097 / 9.484 eV

ORCA input file:
```
! RIJCOSX wB97M-V def2-TZVPD def2/J DEFGRID3
* xyz 0 1
N -0.1270 -0.7293 0.6684
O -0.5721 -1.9077 0.7757
O -0.8623 0.2626 1.0005
O 1.0377 -0.5278 0.2186
C -1.4758 2.9233 5.6767
C -1.7774 3.6177 4.3867
C -3.2177 4.0918 4.2743
O -3.4770 4.3948 2.9080
O -1.7395 2.7476 3.2049
O -0.6148 2.0571 3.2137
H -1.4951 3.6404 6.5002
H -2.2401 2.1741 5.9106
H -0.4805 2.4879 5.6935
H -1.0811 4.4596 4.2172
H -3.8906 3.2696 4.5908
H -3.3533 4.9828 4.9068
H -4.2141 5.0361 2.9181
*
```

***

# C3H2HgO3

A structure of composition C3H2HgO3 (wB97M-V/def2-TZVPD, OMol25).

Computed properties:
Total energy: -13448.7302 eV
LUMO energy (spin up / spin down): -5.5 / -6.6 eV
<S²>: 0.75
ΔE to the lowest compared entry with this formula, charge and spin: 2.6871 eV
HOMO-LUMO gap (spin up / spin down): 8.309 / 8.122 eV

ORCA input file:
```
! RIJCOSX wB97M-V def2-TZVPD def2/J DEFGRID3
* xyz 1 2
C -0.3468 -0.2487 -0.7102
C 0.6394 0.0961 0.2540
O 0.6602 -0.7912 1.4474
C 0.2289 0.2606 1.9755
O -0.2103 0.8291 2.8873
O -0.2467 0.1074 -1.8991
H -1.2354 -0.7974 -0.3517
H 1.6199 0.4900 -0.0147
Hg -1.1092 0.0542 -3.5886
*
```

***

Question: Which value of ΔE to the lowest compared entry with this formula, charge and spin does entry 2 give?
Answer: 2.6871 eV